# 1
C10H14BFN6Pb as an isolated structure. Source: the OMol25 dataset; level of theory: ωB97M-V/def2-TZVPD.

Structure (XYZ):
```
33
Properties=species:S:1:pos:R:3
H -0.04 3.09 2.50
N 0.19 1.77 0.85
B 0.76 0.82 -1.49
N 0.58 1.98 -0.47
C 0.75 3.30 -0.69
Pb -0.52 -0.46 1.93
H 1.05 3.63 -1.68
C 0.51 3.98 0.50
H 0.56 5.04 0.67
C 0.18 2.98 1.44
H 1.25 1.22 -2.49
C -2.13 -2.83 3.25
H -2.47 -3.13 4.25
H -1.13 -3.24 3.09
H -2.83 -3.24 2.51
N -0.65 0.25 -1.77
N 1.63 -0.32 -0.88
N -1.43 -0.27 -0.74
N 1.45 -0.80 0.40
C -1.32 0.18 -2.94
C 2.66 -0.98 -1.48
H -0.85 0.53 -3.84
H 2.92 -0.73 -2.49
C -2.56 -0.39 -2.70
C 3.19 -1.88 -0.55
C -2.59 -0.65 -1.31
C 2.42 -1.72 0.61
H -3.33 -0.58 -3.41
H 4.02 -2.55 -0.71
H -3.40 -1.10 -0.74
H 2.53 -2.22 1.57
H -2.12 -1.72 3.20
F 0.71 0.02 3.61
```

The energy above the lowest of the compared OMol25 structures with the same formula, charge and spin is 1.5 kcal/mol. As for the charge: +2. For the gap between HOMO and LUMO (spin up / spin down), the calculation gives 4.283 / 4.150 eV. The calculation puts the energy at -1034.89549 a.u. The HOMO energy (spin up / spin down) is -15.598 / -15.589 eV.



# 2
A 3-piece molecular cluster, C5H11NO overall. Source: the OMol25 dataset; level of theory: ωB97M-V/def2-TZVPD.

Structure (XYZ):
```
18
Properties=species:S:1:pos:R:3
C -2.64 0.26 0.52
C -1.27 0.79 0.15
C -0.07 0.80 1.02
N -0.18 -0.17 0.08
C 0.59 -0.60 -0.90
C 1.87 -1.33 -0.60
O 2.56 -0.80 0.50
H -3.16 -0.15 -0.36
H -3.25 1.06 0.93
H -2.56 -0.53 1.27
H -1.26 1.54 -0.65
H 0.07 0.66 2.09
H 1.03 1.52 0.07
H 0.09 -0.80 -1.85
H 1.37 1.30 -0.72
H 1.66 -2.37 -0.35
H 2.48 -1.33 -1.52
H 2.68 0.15 0.32
```

The energy above the lowest of the compared OMol25 structures with the same formula, charge and spin is 135.4 kcal/mol. For the gap between HOMO and LUMO, the calculation gives 8.886 eV. The calculation puts the energy at -326.91553 a.u. The HOMO energy is -7.863 eV.



# 3
A 2-piece molecular cluster, C3HCl2NS overall. Source: the OMol25 dataset; level of theory: ωB97M-V/def2-TZVPD.

Structure (XYZ):
```
8
Properties=species:S:1:pos:R:3
C 0.76 -0.88 -1.50
C -0.93 0.06 0.64
C 0.32 0.72 0.61
N 0.98 -1.58 -2.40
S -2.28 0.47 -0.26
Cl -0.80 -1.40 1.53
Cl 0.71 2.32 0.09
H 1.24 0.29 1.29
```

As for the spin multiplicity: 3. The energy above the lowest of the compared OMol25 structures with the same formula, charge and spin is 47.1 kcal/mol. For the gap between HOMO and LUMO (spin up / spin down), the calculation gives 9.165 / 5.348 eV. The calculation puts the energy at -1488.02574 a.u. The HOMO energy (spin up / spin down) is -9.575 / -9.555 eV.



# 4
One molecule with the formula C12H19N5O2. Source: the OMol25 dataset; level of theory: ωB97M-V/def2-TZVPD.

Structure (XYZ):
```
38
Properties=species:S:1:pos:R:3
C -2.43 0.22 -2.10
C -3.05 -0.19 -0.77
O -2.32 0.17 0.39
C -2.02 1.53 0.62
C -0.65 1.94 0.04
N 0.40 1.11 0.56
C 1.00 0.14 -0.15
N 0.82 0.08 -1.47
C 1.46 -0.84 -2.17
N 2.31 -1.76 -1.75
C 2.50 -1.70 -0.43
C 1.89 -0.78 0.45
C 2.41 -1.13 1.72
N 3.23 -2.14 1.62
N 3.30 -2.49 0.33
C 4.13 -3.57 -0.13
O -2.98 2.41 0.13
C -4.15 2.55 0.93
C -3.97 3.59 2.03
H -2.52 1.29 -2.25
H -1.38 -0.07 -2.14
H -2.97 -0.28 -2.90
H -3.10 -1.28 -0.70
H -4.07 0.22 -0.70
H -1.95 1.59 1.72
H -0.64 1.84 -1.04
H -0.47 2.99 0.31
H 0.47 1.04 1.56
H 1.26 -0.84 -3.24
H 2.21 -0.69 2.68
H 3.83 -4.50 0.36
H 4.00 -3.65 -1.20
H 5.17 -3.37 0.11
H -4.93 2.87 0.24
H -4.43 1.58 1.36
H -3.68 4.54 1.60
H -4.91 3.72 2.57
H -3.20 3.29 2.74
```

As for the SMILES: CCOC(CNc1ncnc2c1cnn2C)OCC. The energy above the lowest of the compared OMol25 structures with the same formula, charge and spin is 4.4 kcal/mol. For the gap between HOMO and LUMO, the calculation gives 9.144 eV. The calculation puts the energy at -892.91685 a.u. The HOMO energy is -8.386 eV.